{"formula": "C36H35ClF5N3O7SSiSn", "method": "ωB97M-V/def2-TZVPD", "elements": ["H", "Cl", "C", "H", "H", "H", "Sn", "C", "F", "C", "C", "H", "C", "F", "Si", "C", "H", "C", "C", "H", "C", "H", "C", "H", "C", "H", "C", "H", "O", "C", "C", "O", "C", "C", "C", "C", "O", "C", "H", "H", "O", "C", "H", "C", "C", "H", "C", "H", "C", "N", "O", "H", "H", "C", "O", "F", "H", "C", "H", "H", "F", "N", "C", "H", "H", "H", "C", "C", "H", "C", "N", "C", "F", "H", "C", "H", "C", "C", "O", "C", "S", "H", "C", "H", "H", "H", "H", "H", "H", "H"], "positions_angstrom": [[1.394, -2.931, 0.057], [-6.252, 5.445, -1.667], [3.709, 1.618, -4.608], [-0.308, -4.425, 2.716], [2.289, 3.865, 0.021], [-5.912, 0.867, -0.115], [-0.204, -0.405, 0.607], [3.688, 3.186, -2.813], [-1.050, 1.870, 7.207], [3.664, 2.929, -4.170], [-3.390, -5.527, -1.970], [-3.286, -3.037, 2.058], [3.793, 0.854, -2.337], [2.537, 3.394, 4.535], [1.777, -2.974, 2.516], [1.197, 1.599, 3.765], [0.268, -3.936, 4.309], [1.591, -2.175, 0.828], [-1.104, -2.979, -3.409], [3.297, -1.509, -3.469], [-3.278, 0.322, -0.573], [-2.290, 2.653, -1.414], [2.962, -4.521, 2.627], [2.539, -1.689, 0.561], [-6.082, 2.910, -0.757], [2.611, -5.329, 1.990], [3.788, -0.851, -4.179], [-2.236, -4.576, -4.264], [-0.244, -0.145, 3.020], [3.753, 0.568, -3.696], [0.077, 0.723, 3.870], [4.115, 5.076, -1.014], [-3.354, 2.746, -1.256], [0.746, 2.665, 5.884], [2.569, -1.775, 3.785], [-4.021, 3.930, -1.509], [3.913, 5.760, -3.355], [-4.040, 1.635, -0.785], [3.290, -0.951, -5.141], [1.154, 3.135, -2.232], [-2.182, 0.230, -1.161], [1.223, 3.803, -0.197], [3.968, -4.265, 2.303], [0.715, 2.382, 0.175], [-0.652, 0.886, 5.087], [3.804, 0.053, -1.616], [-5.383, 3.987, -1.272], [1.552, 5.489, -3.077], [0.137, -3.608, 3.279], [-1.375, -2.572, -1.082], [-3.814, -0.540, 0.136], [3.689, 1.408, -5.668], [3.035, -4.911, 3.641], [3.771, 2.163, -1.890], [1.215, 1.429, -0.466], [2.013, 1.491, 2.697], [4.822, -1.182, -4.296], [-2.563, -4.398, -2.134], [-3.502, 4.800, -1.883], [3.620, 3.759, -4.857], [-1.727, 0.082, 5.301], [-2.711, -2.932, 1.239], [-0.803, -2.300, -2.221], [2.932, -0.891, 3.274], [3.800, 2.382, -0.838], [-0.084, -1.490, -2.201], [-1.981, -4.030, -3.364], [-3.923, -5.794, -0.735], [1.818, -1.451, 4.499], [-0.326, 1.802, 6.062], [1.844, 5.139, -2.178], [-3.708, -4.948, 0.352], [1.064, 3.591, 6.831], [-0.570, -2.786, 3.279], [-2.268, -3.569, -1.017], [-4.173, -5.173, 1.303], [1.491, 2.554, 4.714], [-5.399, 1.731, -0.514], [-0.142, 2.292, 1.055], [0.988, 4.069, -1.677], [3.489, 4.881, -2.287], [-3.586, -6.172, -2.818], [-2.924, -3.807, 0.235], [-4.554, -6.663, -0.603], [-0.647, -2.665, -4.337], [-2.585, -1.967, 0.935], [0.711, 4.537, 0.424], [3.398, -2.211, 4.342], [-0.048, 4.376, -1.845], [-7.139, 3.004, -0.549]], "lowdin_charge": [-0.0510, 0.6014, -0.0432, 0.0097, 0.0911, 0.1104, 1.5183, -0.2867, 0.0707, -0.0649, -0.0866, 0.1092, -0.0135, 0.0803, 0.4473, -0.1509, 0.0147, -0.4050, -0.0548, 0.0778, -0.6867, 0.1079, -0.2205, -0.0516, -0.1246, -0.0009, -0.0488, 0.1042, -0.2043, -0.2653, -0.3509, -0.2900, -0.0139, -0.1612, -0.1801, -0.1135, -0.3342, -0.1129, 0.0720, 0.1115, -0.1566, -0.0841, 0.0013, -0.7366, -0.1298, 0.1194, -0.6901, 0.0959, -0.1975, 0.0887, -0.0289, 0.1060, 0.0039, -0.0468, -0.1414, 0.0779, 0.0811, -0.1665, 0.0937, 0.1061, 0.0681, 0.1460, -0.1562, 0.0099, 0.1167, 0.0969, -0.0312, -0.1205, 0.0152, -0.1596, -0.1306, -0.0481, 0.0542, -0.0046, -0.1484, 0.0981, -0.1501, -0.0245, -0.0541, -0.2285, 0.6451, 0.0924, -0.2509, 0.0907, 0.0940, 0.0291, 0.1181, 0.0123, 0.1225, 0.0923], "charge": -2, "lumo_energy_ev": 3.85, "e_tot_ev": -107360.738, "relative_energy_ev": 2.179}

{"formula": "C5H20IN10O5", "method": "ωB97M-V/def2-TZVPD", "elements": ["H", "N", "N", "H", "H", "N", "O", "H", "C", "H", "N", "C", "O", "H", "H", "H", "N", "I", "C", "H", "N", "H", "H", "N", "H", "O", "O", "H", "C", "N", "H", "H", "H", "N", "H", "C", "H", "H", "N", "H", "O"], "positions_angstrom": [[3.910, 1.587, 2.530], [0.794, 0.290, -5.886], [-2.741, -1.615, 4.790], [-3.126, -2.414, 4.320], [-2.367, 3.747, 3.725], [-0.138, 2.008, 2.574], [-2.187, -3.954, -2.063], [-3.618, -3.461, -4.048], [-1.751, -1.025, 4.077], [-3.276, -1.779, -4.023], [0.792, -0.024, -3.714], [4.951, 1.088, 0.872], [-1.194, 0.005, 4.484], [2.951, 0.846, 1.293], [-0.197, 1.148, 3.099], [0.495, 0.327, -2.812], [3.832, 1.232, 1.594], [0.655, -0.510, 0.054], [-0.784, 3.172, 2.775], [-0.625, -1.367, 2.391], [-3.044, -2.709, -3.715], [1.527, -0.391, -5.839], [-1.003, -1.745, -1.457], [-1.627, -1.728, -2.257], [-1.747, 2.296, 4.444], [-0.651, 1.501, -4.671], [-0.799, 4.086, 1.960], [0.282, 1.879, 1.665], [0.191, 0.613, -4.731], [-1.363, -1.684, 3.005], [1.579, -0.630, -3.828], [-2.936, -1.239, 5.699], [5.683, 0.349, -0.788], [-1.608, 3.096, 3.850], [-2.046, -2.286, 2.572], [-2.277, -2.846, -2.593], [3.868, 0.332, -0.660], [0.510, 0.736, -6.741], [4.801, 0.563, -0.358], [-1.784, -0.941, -2.860], [6.069, 1.445, 1.270]], "lowdin_charge": [0.1059, 0.1346, 0.1481, 0.0936, 0.0932, 0.1389, -0.0130, 0.0920, -0.6900, 0.0854, 0.1501, -0.7201, -0.0203, -0.0232, 0.0439, 0.0109, 0.1613, -0.0100, -0.7110, -0.0357, 0.1249, 0.0883, -0.0971, 0.1395, 0.0685, 0.0128, 0.0021, -0.0122, -0.7244, 0.1699, 0.0961, 0.1050, 0.1010, 0.1358, 0.1065, -0.7088, 0.0517, 0.1039, 0.1485, 0.0838, -0.0306], "charge": -1, "lumo_energy_ev": 2.57, "e_tot_ev": -38757.076, "relative_energy_ev": 1.201}

{"formula": "C20H22F3NO5S", "method": "ωB97M-V/def2-TZVPD", "elements": ["O", "H", "H", "N", "H", "C", "C", "C", "H", "H", "H", "H", "H", "C", "H", "H", "H", "C", "H", "C", "O", "C", "C", "C", "O", "H", "C", "S", "C", "C", "C", "H", "C", "C", "H", "C", "H", "H", "O", "F", "H", "C", "O", "F", "H", "C", "H", "C", "F", "C", "H", "H"], "positions_angstrom": [[3.506, -0.008, 2.266], [-0.994, -3.371, -1.856], [0.278, -4.165, -2.775], [2.881, 1.580, 0.345], [-1.126, -0.101, 1.557], [-0.509, 1.929, -1.069], [-3.620, 1.528, 0.323], [-0.576, 0.506, 0.857], [2.455, -2.244, 1.820], [0.968, -3.927, 0.762], [-1.846, -2.573, 2.628], [-4.184, -2.599, 1.783], [1.229, -1.798, -2.929], [2.182, -2.171, 0.780], [-2.838, 0.280, -2.451], [4.767, 1.407, -1.692], [-0.167, -4.778, -1.174], [-3.348, -2.536, 1.085], [3.151, 3.548, -0.216], [1.510, 1.520, 0.179], [-2.994, 1.067, -1.903], [0.766, 0.737, 1.069], [-2.071, -3.087, 1.697], [0.835, 2.166, -0.857], [4.978, 0.189, 0.323], [-1.021, 2.404, -1.891], [-1.214, 1.064, -0.246], [3.647, 0.151, 0.849], [2.357, -0.992, -1.306], [0.962, -2.954, -1.148], [2.668, -1.116, 0.035], [-2.196, -4.147, 1.900], [3.704, 2.606, -0.262], [4.154, 2.304, -1.690], [-3.594, -3.058, 0.155], [-0.033, -3.880, -1.772], [2.774, -0.180, -1.879], [-1.239, -2.950, 1.010], [-3.201, -1.136, 0.801], [-4.892, 1.137, 0.171], [3.307, 2.165, -2.358], [1.498, -1.904, -1.889], [-2.665, -1.521, -1.349], [-3.333, 1.400, 1.624], [1.354, 2.841, -1.517], [-2.850, -0.785, -0.411], [4.752, 3.134, -2.059], [1.341, -3.094, 0.183], [-3.576, 2.833, 0.050], [-2.664, 0.733, -0.584], [1.260, 0.315, 1.928], [4.590, 2.693, 0.372]], "lowdin_charge": [-0.2779, 0.0692, 0.0840, -0.1655, 0.1170, 0.0069, -0.5602, 0.0124, 0.1182, 0.1123, 0.0843, 0.1313, 0.1206, -0.0482, 0.1189, 0.0620, 0.0799, -0.1714, 0.1267, -0.2713, 0.0546, -0.0108, -0.0443, 0.0022, -0.2741, 0.1240, -0.1275, 0.7103, -0.0409, -0.2622, -0.2825, 0.0847, -0.2288, -0.0805, 0.1248, -0.0383, 0.1099, 0.0535, 0.0234, 0.1667, 0.0612, -0.0115, 0.1336, 0.1653, 0.1048, -0.4208, 0.0786, -0.0386, 0.1768, -0.2868, 0.1050, 0.1192], "charge": 0, "lumo_energy_ev": 0.47, "e_tot_ev": -51812.896, "smiles": "CCOC(=O)[C@](O)(c1ccc(N(CC)S(=O)(=O)c2ccc(C)cc2)cc1)C(F)(F)F"}

{"formula": "C34H25NO4PSZr", "method": "ωB97M-V/def2-TZVPD", "elements": ["H", "H", "H", "H", "C", "C", "C", "C", "H", "H", "H", "O", "C", "H", "H", "H", "H", "C", "H", "H", "H", "C", "C", "H", "O", "H", "C", "H", "O", "C", "H", "C", "C", "C", "C", "H", "C", "C", "O", "H", "C", "H", "C", "C", "C", "C", "P", "C", "C", "Zr", "C", "C", "C", "C", "H", "N", "C", "C", "C", "C", "C", "H", "C", "S", "C", "H", "H"], "positions_angstrom": [[0.841, 6.051, 3.397], [0.182, 3.202, -6.451], [2.143, -1.308, -0.404], [0.337, 1.809, 3.573], [1.463, 2.549, 1.891], [-1.100, -0.015, -1.602], [-3.239, 1.747, 2.218], [-0.643, 1.237, -3.824], [3.598, 0.577, 3.155], [2.119, 5.818, 1.298], [3.915, -1.023, 5.010], [-2.249, -0.142, -1.079], [-2.486, 3.806, -0.027], [-0.115, 3.306, -3.994], [-4.445, 4.633, -0.269], [2.472, 3.598, 0.301], [-0.532, 2.923, -0.077], [4.153, 1.360, 0.204], [1.230, 1.261, -2.256], [-0.204, 1.070, -7.650], [-4.850, 3.486, -2.422], [3.024, -0.677, -0.437], [-0.867, 0.042, -4.497], [6.147, -0.582, -1.726], [0.529, 1.692, -1.750], [-2.296, 4.320, 0.907], [1.733, 4.939, 1.796], [2.227, -2.771, 5.447], [-0.148, -0.678, -1.094], [-1.741, 2.329, -1.782], [0.192, -2.908, 4.027], [4.147, -1.085, -1.134], [-3.684, 3.990, -0.691], [-2.944, 2.520, -2.446], [5.272, 0.945, -0.504], [-1.168, -0.842, -3.945], [0.745, -1.236, 2.818], [3.025, 0.550, 0.234], [-1.304, -2.148, 1.970], [4.182, 2.297, 0.745], [-0.273, 2.378, -4.532], [-0.073, 4.046, 4.517], [-1.511, 2.964, -0.555], [0.724, 2.687, 3.071], [0.505, 3.944, 3.608], [-0.712, -0.013, -5.874], [1.489, 0.893, 1.138], [-0.726, 1.323, -2.324], [1.703, -0.243, 2.574], [-1.019, 0.340, 0.581], [5.271, -0.268, -1.174], [2.848, -0.177, 3.359], [-0.477, -1.259, 1.962], [0.942, -2.146, 3.856], [6.150, 1.576, -0.537], [-2.154, 1.298, 1.948], [1.947, 3.685, 1.244], [-3.913, 3.344, -1.900], [-0.114, 2.316, -5.905], [-0.332, 1.119, -6.577], [3.026, -1.080, 4.395], [4.150, -2.036, -1.650], [1.013, 5.071, 2.974], [-4.603, 2.402, 2.597], [2.075, -2.064, 4.643], [-0.880, -0.946, -6.396], [-3.122, 2.022, -3.391]], "lowdin_charge": [0.1133, 0.1122, 0.0993, 0.1038, -0.3627, -0.6045, -0.9051, -0.1706, 0.1167, 0.1136, 0.1157, -0.0294, -0.0836, 0.1309, 0.1138, 0.1042, 0.0901, -0.0787, 0.1286, 0.1117, 0.1176, -0.0914, -0.0086, 0.1133, -0.0167, 0.1158, -0.0611, 0.1159, -0.0697, -0.1647, 0.1270, -0.0559, -0.0648, 0.0009, -0.0614, 0.1226, -0.2105, -0.3460, 0.0537, 0.0991, -0.0144, 0.1153, -0.0887, -0.1005, -0.0567, -0.0566, 1.0613, -0.3421, -0.3076, 1.6627, -0.0593, -0.0601, -0.4266, 0.0003, 0.1133, -0.1273, -0.0976, -0.0297, -0.0544, -0.0631, -0.0418, 0.1144, -0.0594, 0.7798, -0.0416, 0.1129, 0.1329], "charge": 1, "lumo_energy_ev": -4.05, "e_tot_ev": -66743.817, "relative_energy_ev": 1.296}

> Which of these has the highest charge?

C34H25NO4PSZr

> charge of number 2 (C5H20IN10O5)?

-1